13
Properties=species:S:1:pos:R:3:forces:R:3 method="wB97M-V/def2-TZVPD" relative_energy_kj_mol=601.4 lumo_energy_ev=0.2 energy_ev=-10278.56388 homo_ev=-9.7
O 2.645988 -0.503567 -0.081000 -0.7 0.5 -0.1
O 1.849092 1.493815 0.049186 -0.3 0.5 -0.1
N 0.138453 -1.686597 0.056394 0.4 3.1 0.0
N 1.716019 0.307349 -0.054659 1.5 -2.4 1.1
C -1.779679 0.996246 -0.087024 2.0 -1.1 0.9
C 0.334910 -0.279528 -0.178611 -1.6 1.8 -3.9
C -0.630001 0.661768 0.524932 -0.7 -1.7 -3.8
H 0.287149 0.086915 -1.471501 -0.3 -1.3 3.3
H -0.338533 0.962486 1.464584 0.2 0.6 2.2
H -2.413348 1.407675 0.633023 -1.7 1.2 0.1
H -2.032657 0.708341 -1.112377 0.0 0.2 0.6
H -0.762225 -1.999701 0.415722 1.1 0.0 -0.2
H 0.984827 -2.155198 -0.158663 0.1 -1.4 0.1


86
Properties=species:S:1:pos:R:3:forces:R:3 method="wB97M-V/def2-TZVPD" relative_energy_kj_mol=24.6 total_charge=+1 lumo_energy_ev=-3.2 energy_ev=-81936.68444 homo_ev=-10.0
Pd -2.546651 -2.092358 -2.784901 -0.1 -0.1 0.3
S 2.941533 -0.351213 4.582001 0.1 0.0 0.0
F 4.084710 1.174656 1.054068 -0.2 0.1 -0.1
O 1.797193 0.496958 4.283927 0.0 -0.1 0.0
O 0.342033 0.330210 -2.113169 0.0 0.0 0.0
O 2.752878 -1.332562 5.617346 -0.1 0.0 0.0
O -3.340641 1.946807 -2.624380 0.1 -0.1 0.0
O -2.759746 -0.157411 -2.391931 -0.1 0.2 -0.1
O 4.191798 0.405518 4.680330 -0.1 0.1 0.0
N -1.008859 -2.149553 -1.496453 0.1 0.0 -0.2
N 2.176655 -1.323621 2.191160 0.1 -0.1 0.1
N -4.822760 -0.009413 -4.330899 0.0 0.1 0.1
N -5.166210 -3.845020 -5.496539 0.0 0.0 0.0
N 4.268591 -2.077445 3.007108 0.0 0.0 0.0
N 4.463514 4.770578 4.487642 0.0 0.0 0.0
N 3.154713 3.185028 2.942398 0.0 -0.2 0.0
N -2.566267 -4.089114 -3.071488 0.1 0.0 -0.1
N -4.106301 -2.217958 -4.138298 0.0 0.1 -0.1
N -6.815896 -3.166152 -6.932740 0.0 0.0 0.0
N -1.114881 2.937367 0.695901 0.0 0.0 0.0
N -5.836835 -1.567348 -5.631118 0.0 0.0 0.0
C 0.710922 1.630736 -0.168041 0.1 0.1 0.0
C 2.573491 3.226863 4.290066 -0.1 0.1 0.0
C 3.433527 -2.909526 0.942229 0.0 0.1 0.0
C 2.366345 2.611960 1.924988 0.0 0.0 -0.1
C 2.321005 -2.109239 1.125400 -0.1 -0.1 0.0
C 3.154722 -1.349514 3.083013 0.1 0.0 0.0
C -1.291379 5.358636 1.224569 0.0 0.0 0.0
C 2.828078 1.683319 0.974193 0.1 -0.1 0.0
C 0.212763 2.531495 0.781606 0.0 0.0 0.0
C 4.401207 -2.843978 1.937127 0.0 0.0 0.0
C -1.161981 -1.817311 -0.208311 0.0 -0.1 0.0
C 1.175225 -2.111188 0.184955 0.0 0.0 0.0
C 5.188077 3.474024 4.245338 0.1 0.0 0.0
C -0.093837 -1.791930 0.659994 0.0 0.1 0.0
C 1.048293 3.018744 1.787238 0.0 0.1 0.0
C -3.616385 -5.854856 -4.281745 0.0 0.0 0.0
C -2.570000 1.109605 -2.172332 -0.1 -0.1 0.0
C -1.676320 3.936908 1.605772 0.0 0.0 0.0
C -2.822092 -6.783661 -3.629874 0.0 0.0 0.0
C 0.213977 -2.403849 -1.973963 0.0 0.0 0.1
C 1.327800 -2.403324 -1.162886 -0.1 -0.1 0.0
C -4.307142 -3.467087 -4.594420 0.0 0.0 0.0
C -4.924446 -1.264401 -4.699976 0.0 -0.2 -0.1
C -3.465417 -4.517713 -3.973003 0.0 0.0 0.0
C -1.492443 1.537028 -1.224045 -0.1 0.0 0.0
C 3.062057 4.496150 4.975584 0.0 0.0 0.1
C -1.805467 -4.985135 -2.437209 0.0 0.0 0.0
C -5.922664 -2.831635 -5.999686 0.0 0.0 0.0
C -1.907553 -6.341021 -2.690082 0.0 0.0 0.0
C 2.040635 1.230917 -0.046090 0.0 0.0 0.0
C 4.583290 2.834424 3.004291 0.0 0.1 0.0
C -0.119921 1.084726 -1.259629 -0.1 0.0 0.1
C -1.885658 2.451017 -0.296527 0.0 0.0 0.0
H 5.302462 -3.444644 1.876748 0.0 0.0 0.0
H 5.077049 3.211818 2.107541 0.0 0.0 0.0
H 0.290440 -2.597908 -3.034998 0.0 0.0 0.0
H -2.166205 -1.578856 0.113059 0.0 0.0 0.0
H 2.465980 5.377508 4.745633 0.0 0.0 0.0
H -0.229303 -1.514165 1.696240 0.0 0.0 0.0
H 3.114986 4.362035 6.054754 0.0 0.0 0.0
H -2.900256 2.826839 -0.323761 0.0 0.0 0.0
H -1.275065 -7.029258 -2.148510 0.0 0.0 0.0
H 4.393519 5.251448 3.589744 0.0 0.0 0.0
H -1.671383 5.601613 0.232128 0.0 0.0 0.0
H -1.104970 -4.601422 -1.712011 0.0 0.0 0.0
H -1.373002 3.690854 2.623543 0.0 0.0 0.0
H 6.245605 3.689160 4.111778 0.0 0.0 0.0
H 2.442031 0.527149 -0.764085 0.0 0.0 0.0
H -5.448226 0.649664 -4.762120 0.0 0.0 0.0
H 3.545252 -3.561643 0.087528 0.0 0.0 0.0
H -7.403102 -2.455997 -7.332102 0.0 0.0 0.0
H -4.354560 -6.132953 -5.018847 0.0 0.0 0.0
H 4.741372 1.769290 3.105026 0.1 -0.2 0.0
H 2.847430 2.335838 4.849940 0.0 0.0 0.0
H 2.300843 -2.600270 -1.589987 0.0 0.0 0.0
H -0.209801 5.491914 1.211539 0.0 0.0 0.0
H 0.669104 3.750767 2.483777 0.0 0.0 0.0
H -2.919774 -7.837949 -3.849589 0.0 0.0 0.0
H -2.758148 3.820317 1.571173 0.0 0.0 0.0
H 5.053327 2.850065 5.127635 0.0 0.0 0.0
H -1.718666 6.065432 1.936064 0.0 0.0 0.0
H -6.901403 -4.123747 -7.220136 0.0 0.0 0.0
H -4.176609 0.307948 -3.610311 0.1 0.0 0.0
H 1.488790 3.225109 4.249283 0.1 0.0 0.0
H 4.965003 5.374904 5.134817 0.0 0.0 0.0


15
Properties=species:S:1:pos:R:3:forces:R:3 method="wB97M-V/def2-TZVPD" smiles=C[C@H](N)CN relative_energy_kj_mol=14.7 lumo_energy_ev=1.2 energy_ev=-6253.27595 homo_ev=-9.0
N 0.818423 0.103385 1.311427 0.2 -0.1 -0.1
N 0.915032 -1.789601 -0.730362 -0.3 0.0 -0.1
C -0.960950 1.436044 0.122327 0.1 -0.2 0.0
C -0.315054 0.068915 0.389813 0.0 0.3 0.1
C 0.154067 -0.544407 -0.918733 0.2 -0.4 -0.1
H -1.075273 -0.591428 0.820660 0.0 0.0 0.1
H 1.642696 0.437320 0.823434 0.0 0.1 0.2
H 0.666183 0.680310 2.128555 -0.1 0.0 -0.1
H -1.981119 1.312129 -0.242947 0.0 0.1 0.0
H -0.392966 1.980864 -0.632523 0.0 0.1 0.0
H 0.848761 -2.087480 0.236165 0.1 0.0 -0.1
H 0.573934 -2.533519 -1.331704 0.1 0.2 0.2
H 0.793468 0.173354 -1.445691 0.0 0.1 0.1
H -0.719819 -0.698528 -1.552821 -0.1 0.0 -0.1
H -0.967383 2.052643 1.022399 -0.2 -0.1 0.0


93
Properties=species:S:1:pos:R:3:forces:R:3 method="wB97M-V/def2-TZVPD" total_charge=-1 lumo_energy_ev=-0.7 energy_ev=-134186.34810 homo_ev=-4.4
Ga 1.703578 -2.540570 -1.742430 0.8 0.6 -0.7
O 0.415445 1.795547 0.162789 0.3 0.1 -0.9
O -3.888553 10.718074 1.110497 -0.8 -0.4 -0.1
O 8.568295 -5.523209 1.706031 -0.2 0.2 -0.1
O 2.015866 -7.342842 -4.586099 -0.7 -0.4 -0.1
O -9.138854 9.846294 2.626888 0.7 0.4 0.0
O -3.190326 -8.371975 -3.007390 0.6 0.4 0.0
O -2.887620 6.329885 -1.625046 -0.1 -0.5 0.7
O 0.546642 -9.327861 -5.681092 0.2 0.1 0.0
O 1.175705 0.697147 -2.169374 -0.1 0.3 0.2
O 5.705342 -5.750857 6.146758 0.3 -0.3 0.2
O -1.750601 -6.336570 -1.977303 -0.6 -0.2 -0.1
O 6.448587 -3.859709 1.919637 0.9 -0.9 0.8
O -6.947212 5.611440 0.618144 0.0 -0.1 0.3
O 1.703633 4.871360 -4.257934 -0.2 0.0 0.7
O -1.754208 4.706192 0.206366 -0.4 0.3 -0.1
O -5.410681 8.796112 -0.019007 0.3 0.3 0.0
O -5.795902 4.057126 2.502044 0.1 0.5 -0.7
O 1.021424 5.974342 -1.888527 0.0 0.1 -0.4
O 7.868866 -7.349923 5.970864 -0.5 0.5 -0.3
O -7.644809 11.824055 3.694792 -0.3 -0.2 0.0
N 4.514874 -1.492938 1.094438 -0.2 -0.9 -0.9
N 1.517115 -4.193443 -0.721207 -1.8 0.4 0.5
C 3.160376 -1.269514 -0.939153 0.4 -0.7 0.5
C -3.734879 4.331535 1.423090 0.3 0.0 -0.1
C 1.134549 1.906187 -2.139388 0.2 -0.2 -0.6
C 1.459755 2.743573 -3.299112 0.0 -0.1 0.1
C -1.369507 -8.921444 -4.374786 0.3 -0.1 -0.2
C 0.439435 -4.274972 -0.037268 1.0 -0.8 -0.3
C 6.745523 -4.699688 2.926410 -0.6 0.8 -0.4
C -7.869407 10.024959 2.212300 -0.8 -0.5 -0.1
C -5.746820 5.431186 0.509868 0.1 0.5 -0.7
C 4.104197 -2.052096 -0.001790 0.3 0.8 0.2
C 0.185268 -6.772637 -3.239049 -0.2 0.2 0.2
C 0.732077 2.587469 -0.876628 -0.3 -0.1 1.0
C 6.008064 -4.743413 4.039762 -0.1 -0.2 0.5
C -7.101757 11.131520 2.855063 0.6 0.4 0.1
C -1.930744 -8.156226 -3.437220 -0.8 -0.6 -0.1
C -5.165687 10.556051 1.505371 0.9 0.5 0.1
C -5.044200 4.574369 1.508941 0.0 -0.6 0.8
C 1.035158 4.752643 -1.931773 -0.2 -0.3 0.8
C -1.194157 -7.018001 -2.813901 0.9 0.5 0.0
C 8.294850 -6.487249 3.835335 0.1 0.1 -0.3
C 6.354347 -5.664939 5.120574 -0.5 0.6 -0.3
C 7.935426 -5.581672 2.742114 0.4 -0.5 0.2
C -5.942613 9.467733 0.843933 -0.7 -0.4 0.0
C -7.324821 9.250386 1.271320 0.3 -0.1 -0.3
C -5.711729 11.332721 2.443951 -0.3 0.1 0.2
C -4.953336 6.027436 -0.563178 -0.4 -0.2 0.1
C -3.642850 5.788884 -0.648120 0.0 0.6 -0.8
C 4.562634 -3.528708 -0.299401 -1.2 0.1 0.0
C -2.945132 4.910369 0.334445 0.0 -0.4 0.6
C 0.020857 -5.718154 0.447382 0.4 0.9 0.4
C 7.559498 -6.527413 4.947776 0.6 -0.7 0.3
C 0.689230 3.919915 -0.783601 0.4 0.5 -0.3
C 0.001821 -8.662477 -4.818040 -0.5 -0.3 0.0
C 0.747218 -7.541725 -4.175340 0.7 0.5 0.2
C 1.412232 4.072908 -3.204598 0.2 -0.1 -0.8
C -0.486325 -3.099611 0.412404 -1.1 -0.9 0.6
H -9.287582 10.529266 3.304284 -0.1 0.0 0.1
H 0.715857 -5.952554 -2.764701 0.0 0.0 0.0
H 3.746702 -0.851282 -1.799684 -0.5 -0.5 0.6
H -1.064320 -5.886096 0.273386 0.7 -0.1 0.3
H -6.699060 4.378958 2.335852 -0.1 0.0 0.0
H -3.351971 -7.685076 -2.335875 0.0 0.1 0.1
H 4.169854 -3.913423 -1.267198 0.5 0.4 0.6
H -1.264407 -3.539183 1.098620 0.6 0.4 -0.4
H -1.981551 6.005385 -1.465978 0.1 0.1 -0.1
H 5.115131 -2.187043 1.551039 -0.2 0.4 0.2
H -3.214313 3.710348 2.138984 0.0 0.0 0.0
H -1.893483 -9.747527 -4.835598 0.0 0.0 0.0
H -1.068517 -2.650397 -0.427607 0.8 -0.3 0.5
H 0.529841 0.880790 -0.162742 0.0 -0.1 0.1
H 7.124788 -4.022167 1.237920 0.0 0.1 -0.2
H 0.403022 4.422829 0.123704 0.1 0.0 0.0
H 0.655000 -6.454267 -0.096565 -0.6 0.5 0.3
H -3.739599 10.039325 0.427718 0.1 0.0 -0.1
H 9.168626 -7.109116 3.698422 0.0 0.0 0.0
H -5.470385 6.659742 -1.268586 0.0 0.0 0.0
H 1.733555 2.238615 -4.215223 0.0 0.0 0.0
H 0.286975 -5.792110 1.534998 -0.5 -0.1 -0.7
H -7.871242 8.446099 0.796716 0.0 0.0 0.0
H 4.079397 -4.163417 0.488748 0.4 0.5 -0.7
H 2.708624 -0.410732 -0.380443 0.6 -0.7 -0.3
H 2.177489 -8.022890 -5.261564 0.1 0.0 -0.1
H 7.185966 -7.187821 6.645560 -0.1 0.0 0.1
H -5.160122 12.125983 2.928972 0.0 0.0 0.0
H 5.142576 -4.110884 4.183378 0.0 0.0 0.0
H 0.030952 -2.312476 1.003143 -0.1 -0.5 -0.7
H 5.651641 -3.684855 -0.201335 -0.6 0.4 -0.4
H 2.299744 -2.981660 -3.193829 0.0 -0.2 0.1
H 1.596514 5.779785 -3.927889 0.0 0.1 0.0
H 0.329159 -1.779716 -2.048159 -0.1 -0.1 0.2